C33H44BF4N2P2Si2TeTi as an isolated structure, computed with the ωB97M-V functional and the def2-TZVPD basis.

Strongest force on any atom = 2.24 eV Å⁻¹
Multiplicity = 3
Charge = -1
Calculated total energy = -114215.484 eV
HOMO-LUMO gap (spin up / spin down) = 4.840 / 6.899 eV

```
90
Properties=species:S:1:pos:R:3:forces:R:3:mulliken_spin:R:1
Ti -0.0900 -1.3804 -0.6203 0.125 -0.618 -1.196 1.784
C -4.8394 -0.8902 0.6471 0.200 -0.043 -0.151 0.004
Si -3.3410 -1.6994 -0.2026 -0.382 -0.286 0.488 0.016
C -3.8132 -1.9667 -2.0167 0.126 0.098 0.245 0.006
C -3.1295 -3.3684 0.6598 -0.079 0.131 -0.283 0.026
N -1.8875 -0.7916 0.0127 -1.900 0.997 -0.019 -0.067
P -1.5710 0.7752 -0.3838 0.076 -0.376 -0.940 -0.110
C -0.0900 0.8520 -1.2185 0.154 0.450 1.978 0.131
P 1.4806 0.7271 -0.5747 -0.435 -0.338 -1.103 -0.062
N 1.7371 -0.8128 -0.0636 2.064 0.863 -0.145 -0.056
Si 3.2672 -1.5367 0.2770 0.199 -0.280 0.359 -0.011
C 3.5592 -1.6365 2.1489 -0.018 -0.108 -0.254 0.009
C 3.3223 -3.2616 -0.4964 0.029 0.187 0.225 0.024
C 4.7979 -0.6144 -0.3659 -0.273 0.033 -0.026 -0.001
C 2.1608 1.8358 0.7091 -0.116 0.157 0.169 0.011
C 1.4177 1.9289 1.8880 0.051 -0.011 -0.173 -0.023
C 1.8652 2.6789 2.9611 0.029 0.044 0.057 -0.003
C 3.0787 3.3479 2.8773 -0.002 -0.020 -0.056 0.000
C 3.8340 3.2530 1.7169 0.084 0.112 0.135 0.001
C 3.3832 2.5035 0.6413 -0.094 -0.123 -0.092 -0.003
C 2.4676 1.0013 -2.0950 0.098 -0.027 -0.162 -0.023
C 2.9811 2.2237 -2.5167 -0.137 -0.060 0.146 0.002
C 3.6278 2.3376 -3.7394 0.069 0.067 -0.092 0.000
C 3.7411 1.2388 -4.5764 -0.025 -0.020 0.025 0.001
C 3.1739 0.0284 -4.1955 0.038 0.016 -0.069 0.005
C 2.5427 -0.0869 -2.9703 0.127 0.189 0.151 0.036
C -1.9389 1.8124 1.0657 0.369 0.229 0.016 0.025
C -2.4945 1.3075 2.2364 -0.026 -0.034 -0.218 0.005
C -2.6657 2.1366 3.3376 -0.005 0.067 0.105 -0.002
C -2.2876 3.4699 3.2737 0.015 -0.023 -0.043 0.002
C -1.7331 3.9801 2.1035 -0.004 0.063 0.078 0.001
C -1.5555 3.1545 1.0087 -0.070 -0.105 -0.048 0.004
C -2.7999 1.3792 -1.5930 -0.189 0.093 -0.085 0.003
C -2.5702 1.0870 -2.9391 -0.027 0.055 0.149 0.004
C -3.4846 1.4680 -3.9050 -0.040 -0.023 -0.052 0.002
C -4.6388 2.1529 -3.5421 0.015 -0.012 0.025 0.000
C -4.8652 2.4628 -2.2101 -0.142 0.058 -0.043 0.000
C -3.9499 2.0805 -1.2394 0.187 -0.118 -0.008 0.000
H -5.7609 -1.3694 0.3041 -0.007 0.002 0.002 -0.001
H -4.9113 0.1753 0.4210 -0.047 -0.014 -0.006 0.000
H -4.7871 -1.0046 1.7327 0.033 -0.008 0.004 0.000
H -4.5543 -2.7655 -2.1043 0.001 -0.016 0.059 0.000
H -2.9451 -2.2534 -2.6122 0.004 -0.019 -0.002 -0.003
H -4.2387 -1.0594 -2.4503 -0.012 0.012 0.018 0.001
H -4.0496 -3.9531 0.5580 -0.010 0.027 -0.003 0.001
H -2.9262 -3.2313 1.7235 0.017 0.064 -0.001 -0.001
H -2.3203 -3.9537 0.2237 0.019 -0.005 0.002 -0.008
H 2.8210 -2.2603 2.6551 0.012 0.005 -0.018 -0.001
H 3.5034 -0.6380 2.5912 -0.003 0.032 -0.039 0.000
H 4.5537 -2.0465 2.3517 -0.005 0.011 0.019 0.000
H 2.4919 -3.8918 -0.1755 -0.027 0.016 -0.025 -0.008
H 4.2507 -3.7713 -0.2208 0.014 0.029 0.000 0.000
H 3.2806 -3.2118 -1.5868 -0.017 0.042 -0.006 -0.002
H 4.9293 0.3330 0.1611 0.031 -0.008 0.004 0.000
H 4.7560 -0.4030 -1.4352 0.022 -0.021 0.004 0.000
H 5.6864 -1.2231 -0.1769 -0.033 -0.055 0.051 0.000
H 0.4853 1.3899 1.9557 -0.081 -0.002 0.076 0.037
H 1.2649 2.7411 3.8605 0.001 -0.018 0.002 0.000
H 3.4380 3.9364 3.7126 -0.002 0.000 0.002 0.000
H 4.7863 3.7662 1.6534 0.000 -0.015 -0.025 0.000
H 3.9928 2.4293 -0.2488 0.028 -0.011 0.078 0.001
H 2.8525 3.1000 -1.8932 0.041 0.019 -0.065 0.001
H 4.0416 3.2922 -4.0426 -0.017 0.004 0.008 0.000
H 4.2568 1.3247 -5.5249 -0.018 0.015 -0.011 0.000
H 3.2266 -0.8266 -4.8586 -0.007 -0.014 0.023 0.000
H 2.1011 -1.0290 -2.6761 0.012 -0.104 -0.020 -0.013
H -2.7934 0.2684 2.2698 0.045 -0.021 0.053 0.014
H -3.0888 1.7371 4.2513 -0.020 -0.006 -0.012 0.000
H -2.4223 4.1161 4.1325 0.010 -0.017 0.016 0.000
H -1.4234 5.0172 2.0610 -0.015 -0.001 -0.026 0.000
H -1.1066 3.5264 0.0937 0.036 0.044 0.042 0.000
H -1.6538 0.5705 -3.1967 0.008 -0.002 -0.068 0.014
H -3.3051 1.2265 -4.9456 0.022 0.004 0.006 0.000
H -5.3572 2.4476 -4.2974 0.004 0.006 -0.002 0.000
H -5.7611 3.0026 -1.9265 0.019 0.008 0.012 0.000
H -4.1195 2.3359 -0.2003 -0.070 0.005 -0.008 0.000
F -0.0902 -3.5364 -0.5829 0.019 -0.535 -0.066 -0.023
B -0.2472 -3.7478 -2.0044 0.031 -0.520 -0.094 0.035
F 0.8333 -4.4327 -2.4972 -0.049 0.094 -0.051 0.001
F -1.4503 -4.3525 -2.2615 0.045 0.050 -0.022 -0.001
F -0.2556 -2.3836 -2.5109 0.041 -0.066 0.016 0.002
C 0.2767 -1.4970 4.6632 -0.040 0.084 -0.300 0.096
Te -0.2768 -1.5032 2.5157 0.000 -0.622 1.554 0.095
C 0.4657 -3.5275 2.3651 -0.025 0.142 -0.062 0.047
H 1.3534 -1.6149 4.7856 -0.005 0.015 -0.092 -0.006
H -0.2439 -2.3022 5.1794 -0.031 0.005 -0.058 -0.002
H -0.0276 -0.5411 5.0913 -0.014 -0.005 -0.046 -0.001
H -0.3651 -4.2114 2.2138 -0.012 0.024 -0.043 0.002
H 0.9954 -3.7862 3.2809 -0.034 0.116 0.039 0.002
H 1.1456 -3.5860 1.5220 -0.007 -0.051 -0.012 -0.020
```
Positions in Å, forces in eV/Å.